[1]
# C52H44As2F5FeN2O3Se

A structure of composition C52H44As2F5FeN2O3Se in a non-equilibrium geometry (ωB97M-V with the def2-TZVPD basis set, the OMol25 dataset).

ORCA input file:
```
! RIJCOSX wB97M-V def2-TZVPD def2/J DEFGRID3
* xyz -1 1
Fe -0.362 -0.353 -0.120
C 0.417 -1.305 2.909
O 0.187 -0.139 2.118
C -0.671 0.775 2.681
C -0.685 1.030 4.045
C -1.559 1.966 4.571
C -2.425 2.650 3.730
C -2.432 2.382 2.374
C -1.561 1.437 1.827
N -1.576 1.064 0.468
N -2.376 1.756 -0.243
C -2.678 1.425 -1.509
C -2.335 0.187 -2.140
O -1.538 -0.682 -1.683
C -3.009 -0.135 -3.375
C -3.824 0.735 -3.995
C -4.092 2.036 -3.450
C -4.905 2.955 -4.131
C -5.159 4.199 -3.603
C -4.591 4.545 -2.373
C -3.787 3.659 -1.691
C -3.522 2.379 -2.207
H -0.516 -1.633 3.362
H 1.174 -1.102 3.671
H 0.760 -2.080 2.236
H -0.001 0.503 4.696
H -1.558 2.158 5.637
H -3.113 3.382 4.133
H -3.129 2.876 1.713
H -2.773 -1.107 -3.787
H -4.288 0.476 -4.940
H -5.326 2.665 -5.087
H -5.781 4.906 -4.136
H -4.774 5.526 -1.952
H -3.338 3.946 -0.751
C 2.951 -2.066 0.645
C 3.334 -0.740 1.315
As 2.893 0.814 0.171
C 2.198 2.072 1.487
C 2.553 2.045 2.834
C 2.037 2.981 3.719
C 1.148 3.946 3.267
C 0.778 3.968 1.932
C 1.300 3.037 1.041
C 4.694 1.568 -0.046
C 5.522 1.923 1.017
C 6.792 2.427 0.781
C 7.250 2.580 -0.521
C 6.434 2.231 -1.586
C 5.162 1.724 -1.346
As 1.474 -2.019 -0.695
C 1.125 -3.938 -0.710
C 0.162 -4.437 0.165
C -0.062 -5.806 0.239
C 0.662 -6.680 -0.560
C 1.616 -6.183 -1.437
C 1.850 -4.816 -1.511
C 2.511 -1.833 -2.325
C 1.856 -2.051 -3.534
C 2.504 -1.830 -4.739
C 3.814 -1.369 -4.750
C 4.473 -1.144 -3.551
C 3.823 -1.379 -2.345
H 2.647 -2.812 1.380
H 3.802 -2.497 0.117
H 4.411 -0.720 1.497
H 2.840 -0.625 2.274
H 3.228 1.283 3.206
H 2.313 2.945 4.766
H 0.731 4.666 3.960
H 0.064 4.702 1.578
H 0.978 3.039 0.006
H 5.169 1.818 2.036
H 7.427 2.703 1.615
H 8.238 2.984 -0.704
H 6.776 2.362 -2.605
H 4.523 1.446 -2.177
H -0.431 -3.732 0.741
H -0.819 -6.186 0.914
H 0.478 -7.746 -0.505
H 2.182 -6.859 -2.067
H 2.597 -4.437 -2.196
H 0.816 -2.359 -3.540
H 1.971 -1.976 -5.669
H 4.311 -1.168 -5.691
H 5.492 -0.775 -3.547
H 4.367 -1.194 -1.426
C -3.113 -2.992 -0.236
C -2.679 -1.862 0.702
C -3.263 -2.088 2.101
O -1.295 -1.769 0.799
H -4.178 -2.925 -0.478
H -2.935 -3.966 0.233
H -2.540 -2.944 -1.161
H -3.124 -0.927 0.324
H -2.787 -2.966 2.550
H -4.343 -2.260 2.079
H -3.064 -1.224 2.741
F 5.281 3.693 -5.512
C 4.196 3.125 -4.953
C 3.498 2.129 -5.612
F 3.919 1.719 -6.824
C 2.387 1.560 -5.026
F 1.764 0.608 -5.741
C 1.911 1.912 -3.757
Se 0.413 1.023 -3.015
C 2.637 2.932 -3.142
F 2.272 3.400 -1.932
C 3.746 3.533 -3.713
F 4.396 4.519 -3.070
*
```

As for the HOMO-LUMO gap (spin up / spin down): 5.776 / 5.802 eV. The HOMO energy (spin up / spin down) comes out at -3.90 / -3.90 eV. The calculation puts the total energy at -10979.18565 a.u.

These are the Mulliken partial charges, in e, on atoms 1 to 5:
1 Fe -0.828
2 C -1.407
3 O 1.972
4 C -0.462
5 C -0.074

=====

[2]
# C52H45Cl2N6O6Ti

A structure of composition C52H45Cl2N6O6Ti (ωB97M-V with the def2-TZVPD basis set, the OMol25 dataset).

ORCA input file:
```
! RIJCOSX wB97M-V def2-TZVPD def2/J DEFGRID3
* xyz 1 1
Ti -0.214 0.775 0.069
C -2.583 -7.497 5.277
O -3.209 -6.873 4.167
C -2.626 -5.770 3.650
C -1.447 -5.205 4.123
C -0.938 -4.065 3.513
C -1.580 -3.481 2.432
C -2.764 -4.058 1.967
C -3.286 -5.185 2.566
C -1.030 -2.254 1.794
C -1.078 -1.062 2.528
C -1.763 -0.933 3.775
C -1.758 0.387 4.094
C -1.032 1.054 3.065
N -0.623 0.166 2.099
C -0.675 2.403 3.119
C 0.268 2.940 2.272
C 0.889 4.219 2.476
C 1.877 4.322 1.563
C 1.836 3.126 0.768
C 2.717 2.878 -0.276
C 3.813 3.851 -0.539
C 3.697 4.816 -1.524
C 4.721 5.727 -1.763
C 5.883 5.667 -1.003
O 6.940 6.497 -1.152
C 6.849 7.518 -2.131
C 6.010 4.694 -0.008
C 4.985 3.801 0.220
C 2.600 1.757 -1.073
N 1.594 0.819 -1.017
C 1.839 -0.028 -2.079
C 1.162 -1.201 -2.382
C 1.432 -1.822 -3.700
C 1.908 -3.125 -3.864
C 2.129 -3.645 -5.122
C 1.885 -2.875 -6.260
O 2.123 -3.480 -7.443
C 1.870 -2.740 -8.628
C 1.453 -1.560 -6.117
C 1.241 -1.052 -4.844
C 0.349 -1.839 -1.439
C -0.087 -3.198 -1.521
C -0.585 -3.523 -0.303
C -0.539 -2.337 0.501
N 0.019 -1.302 -0.226
C 3.016 0.392 -2.794
C 3.500 1.475 -2.156
N 0.839 2.288 1.186
C -1.228 3.245 4.218
C -2.383 3.984 4.026
C -2.917 4.772 5.041
C -2.278 4.818 6.275
O -2.703 5.545 7.331
C -3.875 6.329 7.172
C -1.112 4.076 6.478
C -0.597 3.300 5.462
H -3.211 -8.343 5.537
H -2.521 -6.816 6.129
H -1.584 -7.853 5.017
H -0.915 -5.639 4.957
H -0.018 -3.633 3.888
H -3.284 -3.615 1.126
H -4.205 -5.633 2.216
H -2.198 -1.751 4.323
H -2.180 0.863 4.964
H 0.617 4.910 3.257
H 2.592 5.116 1.425
H 2.796 4.866 -2.123
H 4.598 6.469 -2.539
H 7.777 8.077 -2.067
H 6.009 8.187 -1.928
H 6.749 7.096 -3.134
H 6.924 4.664 0.570
H 5.089 3.051 0.995
H 2.160 -3.726 -2.998
H 2.508 -4.650 -5.253
H 2.079 -3.415 -9.452
H 2.526 -1.870 -8.696
H 0.826 -2.423 -8.678
H 1.292 -0.925 -6.976
H 0.943 -0.017 -4.734
H -0.004 -3.842 -2.379
H -0.952 -4.479 0.029
H 3.435 -0.128 -3.638
H 4.390 2.041 -2.372
H -2.887 3.954 3.066
H -3.819 5.336 4.856
H -4.029 6.832 8.121
H -4.741 5.701 6.951
H -3.748 7.073 6.383
H -0.630 4.128 7.445
H 0.308 2.728 5.629
N -2.369 0.139 0.087
C -3.287 1.258 0.366
C -2.817 2.445 -0.450
N -1.375 2.626 -0.172
H -2.507 -0.233 -0.851
H -2.523 -0.615 0.750
H -3.214 1.480 1.434
H -4.326 1.006 0.149
H -3.385 3.347 -0.223
H -2.950 2.250 -1.512
H -1.243 3.252 0.616
H -0.915 3.053 -0.986
Cl -2.204 -0.742 -3.831
C -1.719 0.944 -4.039
Cl -3.132 1.983 -4.283
C -0.916 1.491 -2.828
O -0.440 2.611 -2.900
O -0.866 0.706 -1.821
H -1.112 1.001 -4.936
*
```

As for the HOMO-LUMO gap: 5.999 eV. The HOMO energy comes out at -9.70 eV. The calculation puts the total energy at -4558.36310 a.u. As for the relative energy (zero: lowest compared OMol25 entry of this formula, charge and spin): 0.0 kcal/mol.

These are the Mulliken partial charges, in e, on atoms 1 to 5:
1 Ti -1.741
2 C -0.853
3 O -0.454
4 C 0.938
5 C -0.745

=====

[3]
# C52H45N2OP3S2W

A structure of composition C52H45N2OP3S2W (ωB97M-V with the def2-TZVPD basis set, the OMol25 dataset).

ORCA input file:
```
! RIJCOSX wB97M-V def2-TZVPD def2/J DEFGRID3
* xyz 2 1
W 0.111 -0.091 0.361
S 1.479 -1.392 -1.289
P 0.702 0.208 -2.318
C -0.729 0.545 -1.348
P -2.189 -0.441 -1.402
S -1.915 -1.719 0.149
C -2.465 -1.369 -2.915
C -2.198 -2.734 -2.959
C -2.459 -3.445 -4.120
C -2.970 -2.793 -5.233
C -3.224 -1.427 -5.193
C -2.980 -0.713 -4.033
C -3.608 0.634 -1.170
C -4.756 0.129 -0.565
C -5.874 0.939 -0.435
C -5.846 2.244 -0.911
C -4.701 2.746 -1.517
C -3.578 1.942 -1.646
C 1.801 1.623 -2.299
C 3.178 1.430 -2.306
C 4.022 2.529 -2.356
C 3.491 3.810 -2.407
C 2.116 4.001 -2.405
C 1.266 2.908 -2.347
C 0.396 -0.215 -4.035
C 0.553 -1.512 -4.508
C 0.391 -1.765 -5.862
C 0.074 -0.732 -6.731
C -0.091 0.563 -6.253
C 0.072 0.827 -4.905
H -1.798 -3.239 -2.089
H -2.269 -4.510 -4.153
H -3.177 -3.351 -6.137
H -3.626 -0.923 -6.061
H -3.205 0.346 -3.996
H -4.776 -0.890 -0.196
H -6.771 0.550 0.030
H -6.723 2.871 -0.814
H -4.685 3.761 -1.891
H -2.674 2.331 -2.100
H 3.590 0.428 -2.262
H 5.094 2.383 -2.357
H 4.153 4.665 -2.450
H 1.705 5.001 -2.443
H 0.192 3.054 -2.326
H 0.802 -2.316 -3.828
H 0.520 -2.771 -6.238
H -0.042 -0.933 -7.788
H -0.330 1.369 -6.934
H -0.030 1.842 -4.540
O -1.691 2.302 0.833
N -1.528 1.102 1.496
C -2.322 0.900 2.476
C -2.415 -0.244 3.381
C -3.570 -0.266 4.165
C -3.774 -1.255 5.112
C -2.801 -2.219 5.316
C -1.640 -2.198 4.555
C -1.443 -1.235 3.573
P 0.125 -1.241 2.679
C 0.482 -2.953 2.218
C 1.786 -3.253 1.812
C 2.085 -4.509 1.310
C 1.088 -5.469 1.202
C -0.209 -5.172 1.595
C -0.518 -3.917 2.097
C 1.379 -0.690 3.850
C 2.081 -1.595 4.646
C 3.019 -1.126 5.552
C 3.252 0.238 5.672
C 2.541 1.141 4.894
C 1.605 0.679 3.982
H -2.519 2.713 1.137
H -3.057 1.681 2.675
H -4.318 0.506 4.031
H -4.681 -1.260 5.701
H -2.936 -2.982 6.070
H -0.880 -2.949 4.731
H 2.570 -2.514 1.901
H 3.099 -4.738 1.009
H 1.323 -6.452 0.815
H -0.986 -5.921 1.516
H -1.535 -3.700 2.394
H 1.909 -2.660 4.554
H 3.570 -1.827 6.164
H 3.989 0.598 6.377
H 2.720 2.204 4.989
H 1.058 1.386 3.369
C 4.004 -0.292 1.232
C 3.809 1.194 1.194
C 4.889 2.036 1.414
C 4.729 3.411 1.463
C 3.469 3.969 1.314
C 2.357 3.173 1.089
C 0.992 3.779 0.992
C 2.543 1.779 1.003
N 1.447 0.978 0.720
H 5.045 -0.546 1.042
H 3.388 -0.806 0.497
H 3.751 -0.667 2.229
H 5.871 1.601 1.554
H 5.586 4.049 1.631
H 3.342 5.043 1.373
H 0.391 3.514 1.866
H 0.452 3.420 0.120
H 1.058 4.865 0.949
*
```

As for the HOMO-LUMO gap (spin up / spin down): 6.225 / 6.225 eV. The HOMO energy (spin up / spin down) comes out at -12.90 / -12.90 eV. The calculation puts the total energy at -4080.40806 a.u. As for the relative energy (zero: lowest compared OMol25 entry of this formula, charge and spin): 16.4 kcal/mol.

These are the Mulliken partial charges, in e, on atoms 1 to 5:
1 W -0.633
2 S -0.677
3 P 0.497
4 C -0.656
5 P 1.695

=====

[4]
# C52H46CrN5O8P2S

A structure of composition C52H46CrN5O8P2S in a non-equilibrium geometry (ωB97M-V with the def2-TZVPD basis set, the OMol25 dataset).

ORCA input file:
```
! RIJCOSX wB97M-V def2-TZVPD def2/J DEFGRID3
* xyz 0 2
Cr 0.490 0.863 -0.115
O 0.193 4.261 2.128
C 0.444 3.130 1.762
O -0.209 2.486 0.840
C 1.602 2.348 2.427
P 1.242 0.585 2.127
C -0.062 0.316 3.401
C -1.325 0.889 3.235
C -2.277 0.794 4.238
C -1.993 0.111 5.411
C -0.752 -0.483 5.575
C 0.210 -0.378 4.580
C 2.575 -0.438 2.779
C 3.600 0.047 3.578
C 4.541 -0.832 4.093
C 4.473 -2.182 3.792
C 3.460 -2.669 2.976
C 2.509 -1.797 2.475
H 1.682 2.616 3.478
H 2.535 2.590 1.911
H -1.554 1.426 2.325
H -3.245 1.262 4.108
H -2.733 0.050 6.200
H -0.520 -1.019 6.487
H 1.182 -0.830 4.727
H 3.660 1.103 3.801
H 5.348 -0.455 4.706
H 5.218 -2.862 4.185
H 3.423 -3.721 2.724
H 1.711 -2.158 1.832
O 1.809 -2.005 -2.809
C 1.475 -0.948 -2.307
O 1.302 -0.728 -1.046
C 1.183 0.274 -3.233
P -0.134 1.214 -2.380
C -1.570 0.626 -3.328
C -1.875 -0.717 -3.087
C -2.899 -1.340 -3.779
C -3.617 -0.626 -4.730
C -3.313 0.703 -4.979
C -2.295 1.336 -4.278
C 0.132 3.024 -2.589
C 1.020 3.619 -3.718
C 0.421 4.778 -4.453
C -0.767 5.289 -4.135
C -1.572 4.765 -3.033
C -1.162 3.718 -2.320
H 0.877 -0.067 -4.219
H 2.101 0.856 -3.319
H -1.289 -1.274 -2.367
H -3.126 -2.381 -3.585
H -4.405 -1.117 -5.287
H -3.866 1.247 -5.734
H -2.056 2.374 -4.476
H 1.378 2.876 -4.437
H 1.000 5.186 -5.273
H -1.169 6.117 -4.706
H -2.515 5.251 -2.819
H -1.733 3.332 -1.481
N 6.499 -4.268 -2.806
C 6.196 -3.029 -2.259
C 4.991 -2.836 -1.581
C 4.723 -1.632 -0.965
C 5.648 -0.603 -1.031
C 6.846 -0.771 -1.705
C 7.116 -1.978 -2.321
S 5.352 0.889 -0.126
O 5.690 0.618 1.247
O 6.070 1.967 -0.750
N 3.699 1.104 -0.124
C 3.113 1.874 -1.000
N 1.786 2.144 -0.878
C 1.251 3.331 -1.539
C 2.104 3.983 -2.653
C 3.398 3.283 -2.843
N 3.840 2.362 -2.105
H 5.709 -4.854 -3.013
H 7.220 -4.280 -3.508
H 4.252 -3.629 -1.568
H 3.793 -1.463 -0.448
H 7.557 0.044 -1.752
H 8.038 -2.123 -2.872
H 0.911 4.032 -0.774
H 2.249 5.057 -2.544
H 4.000 3.539 -3.717
C -3.438 -2.407 3.764
O -4.006 -1.386 2.959
C -5.322 -1.411 2.703
C -6.233 -2.188 3.407
C -7.593 -2.089 3.158
C -8.067 -1.202 2.206
C -7.167 -0.446 1.476
C -5.798 -0.560 1.683
N -4.935 0.244 0.887
C -3.723 -0.028 0.415
C -3.132 -1.278 0.234
C -3.836 -2.500 0.083
C -3.172 -3.667 -0.139
C -1.758 -3.678 -0.191
C -1.036 -2.526 -0.048
C -1.695 -1.285 0.152
O -1.048 -0.193 0.282
H -2.361 -2.276 3.687
H -3.713 -3.398 3.392
H -3.732 -2.305 4.811
H -5.879 -2.857 4.179
H -8.281 -2.700 3.726
H -9.128 -1.108 2.025
H -7.526 0.232 0.711
H -5.276 1.179 0.718
H -3.122 0.835 0.144
H -4.919 -2.489 0.102
H -3.722 -4.586 -0.287
H -1.243 -4.614 -0.364
H 0.044 -2.509 -0.117
*
```

As for the HOMO-LUMO gap (spin up / spin down): 6.043 / 6.001 eV. The HOMO energy (spin up / spin down) comes out at -7.50 / -7.51 eV. The expectation value of S² is 0.76. The calculation puts the total energy at -5010.21808 a.u. As for the relative energy (zero: lowest compared OMol25 entry of this formula, charge and spin): 0.0 kcal/mol.

These are the Mulliken partial charges, in e, on atoms 1 to 5:
1 Cr -2.207
2 O -0.768
3 C 0.139
4 O -0.309
5 C -0.888